{
  "formula": "C8H7Br6NO2",
  "method": "ωB97M-V with the def2-TZVPD basis set",
  "e_above_lowest_kcal_mol": 4.3,
  "energy_ev": -434245.920,
  "homo_ha": -0.3691,
  "gap_ev": 9.55,
  "total_charge": 0,
  "symbols": ["Br", "Br", "Br", "Br", "Br", "Br", "O", "O", "N", "C", "C", "C", "C", "C", "C", "C", "C", "H", "H", "H", "H", "H", "H", "H"],
  "xyz": [[1.93720, 2.70891, 5.94680], [-0.09825, -2.12338, 2.00981], [3.27675, -0.10608, 5.16760], [2.11981, 0.07691, 1.27679], [-0.80024, 1.02284, 2.30618], [4.65558, 2.59856, 4.11188], [-1.56822, -1.99976, -5.46064], [0.44399, -1.36288, -5.03457], [-0.74492, -1.41951, -4.77393], [-0.29391, -0.13833, -2.72325], [-0.70455, 0.31555, -1.49194], [-2.52560, -0.86560, -3.18502], [3.60472, 1.78786, 5.54841], [-2.95784, -0.43246, -1.93877], [-2.01968, 0.10982, -1.06830], [0.58128, -0.33692, 2.39491], [-1.20746, -0.76137, -3.56799], [-0.02512, 0.78578, -0.79460], [4.17402, 1.82550, 6.46399], [-3.28623, -1.27747, -3.83601], [0.74750, -0.00699, -2.98565], [-3.98737, -0.63266, -1.68157], [-2.27967, 0.49061, -0.08873], [0.95822, -0.25894, 3.40461]],
  "nbo_charge": [0.092, 0.098, 0.069, 0.084, 0.081, 0.097, -0.376, -0.375, 0.527, -0.179, -0.218, -0.177, -0.472, -0.216, -0.172, -0.483, 0.012, 0.225, 0.222, 0.244, 0.247, 0.224, 0.222, 0.226]
}

{
  "formula": "C8H7BrF3N2O3PtS",
  "method": "ωB97M-V with the def2-TZVPD basis set",
  "multiplicity": 3,
  "e_above_lowest_kcal_mol": 35.9,
  "energy_ev": -109796.787,
  "homo_ha": [-0.4821, -0.4665],
  "gap_ev": [7.85, 5.89],
  "total_charge": 1,
  "symbols": ["Pt", "Br", "S", "F", "F", "F", "O", "O", "O", "N", "N", "C", "C", "C", "C", "C", "C", "C", "C", "H", "H", "H", "H", "H", "H", "H"],
  "xyz": [[1.83895, 0.20803, 0.76805], [-2.11616, -2.48783, 5.35402], [4.42556, 0.11527, 1.23197], [1.49049, 2.63418, 2.55731], [1.47155, 0.75900, 3.82428], [-0.21526, 1.40528, 2.60862], [-0.50191, -1.79882, 1.13640], [4.56932, -1.19377, 1.78712], [5.62866, 0.83582, 1.00185], [2.08199, -1.45067, -1.86323], [-0.14183, 0.29569, 0.14357], [1.16627, 1.29041, 2.52869], [-0.48353, 0.81681, -1.09189], [-1.69919, 0.46153, -1.64794], [2.07271, -0.74843, -0.90420], [-2.35065, -0.75549, 0.25027], [-2.14614, 0.46663, -3.06968], [-0.91946, -0.75675, 0.57817], [-2.77259, 0.02741, -0.78214], [-3.84957, 0.21245, -0.97859], [-2.91703, -1.40967, 0.89919], [1.92373, -1.88748, -2.74823], [-2.88969, -0.32178, -3.08981], [-2.60178, 1.46541, -3.26251], [-1.30690, 0.32475, -3.67977], [0.24246, 1.49203, -1.55154]],
  "nbo_charge": [0.598, 0.001, 1.724, -0.343, -0.353, -0.361, -0.445, -0.757, -0.737, -0.574, -0.468, 0.681, 0.059, 0.103, 0.284, -0.159, -0.644, 0.554, -0.191, 0.266, 0.273, 0.480, 0.251, 0.271, 0.236, 0.253]
}

{
  "formula": "C8H7BrN2O4",
  "method": "ωB97M-V with the def2-TZVPD basis set",
  "e_above_lowest_kcal_mol": 0.0,
  "energy_ev": -89616.061,
  "homo_ha": -0.3206,
  "gap_ev": 7.25,
  "total_charge": 0,
  "symbols": ["Br", "O", "O", "O", "O", "N", "N", "C", "C", "C", "C", "C", "C", "C", "C", "H", "H", "H", "H", "H", "H", "H"],
  "xyz": [[1.56353, -2.27927, 2.61081], [0.38971, 2.37818, -0.98043], [2.59262, 3.50109, 0.08999], [-2.39572, -1.46186, -0.63815], [2.98896, 2.89275, 2.15322], [2.47962, 2.69256, 1.04203], [-1.65761, -1.06909, -1.78513], [0.76856, 1.32902, -0.20343], [-0.79997, -0.01486, -1.61352], [0.09965, 0.13163, -0.46602], [1.71172, 1.52892, 0.83410], [0.38846, -0.93305, 0.38535], [1.87195, 0.45312, 1.75312], [-3.27985, -2.53845, -1.02378], [1.23608, -0.77264, 1.48618], [-0.78600, 0.78280, -2.40064], [-2.78419, -3.51163, -0.84234], [-4.19992, -2.46282, -0.42667], [-3.61830, -2.41857, -2.05015], [2.53905, 0.53060, 2.58452], [0.98007, 3.13459, -0.74384], [-0.08840, -1.89305, 0.23478]],
  "nbo_charge": [0.075, -0.665, -0.418, -0.389, -0.346, 0.512, -0.123, 0.439, 0.019, -0.189, -0.081, -0.127, -0.151, -0.258, -0.126, 0.238, 0.181, 0.196, 0.201, 0.258, 0.508, 0.246]
}

{
  "formula": "C8H7Cl2N",
  "method": "ωB97M-V with the def2-TZVPD basis set",
  "e_above_lowest_kcal_mol": 0.0,
  "energy_ev": -34941.682,
  "homo_ha": -0.3245,
  "gap_ev": 8.23,
  "total_charge": 0,
  "symbols": ["Cl", "Cl", "N", "C", "C", "C", "C", "C", "C", "C", "C", "H", "H", "H", "H", "H", "H", "H"],
  "xyz": [[-2.72666, -2.00815, 1.30518], [-1.83699, 2.88006, 0.37137], [-1.44660, -0.86877, -2.43897], [2.37083, -0.11254, 0.51038], [0.32298, 1.34268, 0.09117], [-1.88715, 0.33014, 0.18307], [-0.53311, -0.80659, -1.74835], [1.04634, 0.11640, -0.19729], [-1.01545, 1.42843, 0.08765], [0.58023, -0.84537, -0.96263], [-1.64236, -0.74238, 0.95952], [2.01287, -0.83257, 1.36014], [1.23285, -1.67217, -1.26006], [2.82952, 0.82007, 0.76563], [3.09731, -0.70792, -0.04666], [-2.78915, 0.41076, -0.52324], [-0.63167, -0.89647, 1.36375], [1.01620, 2.16438, 0.17933]],
  "nbo_charge": [0.043, 0.062, -0.318, -0.637, -0.277, -0.298, 0.270, 0.093, -0.009, -0.387, -0.177, 0.234, 0.243, 0.224, 0.229, 0.263, 0.211, 0.230]
}

{
  "formula": "C8H7FN2",
  "method": "ωB97M-V with the def2-TZVPD basis set",
  "e_above_lowest_kcal_mol": 16.9,
  "energy_ev": -14105.963,
  "homo_ha": -0.3702,
  "gap_ev": 9.04,
  "total_charge": 0,
  "symbols": ["F", "N", "N", "C", "C", "C", "C", "C", "C", "C", "C", "H", "H", "H", "H", "H", "H", "H"],
  "xyz": [[-2.13579, 3.24139, 0.38713], [-2.89558, -2.62653, -0.20621], [-2.24753, 0.73626, 0.14371], [1.91308, 0.95151, 0.29971], [2.04547, -1.34068, -0.37843], [0.57072, 0.87815, 0.32102], [-2.22035, -1.69407, -0.10447], [-0.12978, -0.26246, -0.00539], [2.69536, -0.13322, -0.06649], [0.63047, -1.39000, -0.33144], [-1.61959, -0.36808, -0.00066], [3.71580, -0.14439, -0.19239], [2.32078, 1.85482, 0.55201], [2.43836, -2.26588, -0.71477], [-1.94884, 2.38381, 0.15448], [0.10764, 1.75393, 0.51190], [-3.25142, 0.60030, 0.23947], [0.01119, -2.17487, -0.60918]],
  "nbo_charge": [-0.598, -0.227, -0.589, -0.199, -0.211, -0.156, 0.198, -0.111, -0.167, -0.155, 0.214, 0.216, 0.215, 0.222, 0.553, 0.217, 0.371, 0.206]
}

{
  "formula": "C8H7FN2O2",
  "method": "ωB97M-V with the def2-TZVPD basis set",
  "e_above_lowest_kcal_mol": 129.3,
  "energy_ev": -18195.521,
  "homo_ha": -0.3549,
  "gap_ev": 9.05,
  "total_charge": 0,
  "symbols": ["F", "O", "O", "N", "N", "C", "C", "C", "C", "C", "C", "C", "C", "H", "H", "H", "H", "H", "H", "H"],
  "xyz": [[0.42166, 1.36531, 1.53530], [1.66708, -0.62268, -1.80669], [1.61523, -2.48106, -0.74267], [1.54917, -1.28256, -0.83963], [-3.28497, -1.79575, 0.35338], [-1.56176, -0.29959, -0.83573], [0.80932, -1.33456, 1.64267], [-2.56688, -1.08583, -0.22209], [0.67443, 1.55981, -0.91653], [-1.62652, 1.00071, -1.17930], [-0.44304, 1.73265, -1.55419], [0.67932, 0.74228, 0.36723], [0.94011, -0.58388, 0.36402], [1.44297, -0.81555, 2.44147], [-0.10853, -1.64991, 1.89256], [1.14236, -2.37821, 1.36238], [-2.51353, 1.56221, -1.15430], [1.67475, 2.00025, -1.15982], [-0.49547, 2.32570, -2.42245], [-0.67006, -0.82337, -0.88628]],
  "nbo_charge": [-0.301, -0.353, -0.368, 0.545, -0.292, -0.292, -0.685, 0.248, -0.206, -0.135, -0.213, 0.449, -0.058, 0.243, 0.238, 0.263, 0.221, 0.244, 0.227, 0.225]
}

{
  "formula": "C8H7FO3",
  "method": "ωB97M-V with the def2-TZVPD basis set",
  "e_above_lowest_kcal_mol": 109.4,
  "energy_ev": -17263.380,
  "homo_ha": -0.3136,
  "gap_ev": 9.03,
  "total_charge": 0,
  "symbols": ["F", "O", "O", "O", "C", "C", "C", "C", "C", "C", "C", "C", "H", "H", "H", "H", "H", "H", "H"],
  "xyz": [[0.35637, 1.36811, 0.81765], [-1.74578, 0.51038, -0.37679], [1.84633, -1.35997, -0.97641], [-1.46642, -1.57911, 0.39268], [1.31202, -0.76141, 1.29361], [1.44778, -0.03806, -0.77951], [0.37278, 0.04748, 0.37886], [-3.09905, 0.12361, -0.59698], [3.35523, 0.29749, -0.03615], [2.42399, -0.88451, 0.20737], [2.54976, 0.94860, -0.88947], [-1.04534, -0.49926, 0.14201], [-3.56882, 0.93918, -1.26351], [-3.73623, 0.08490, 0.41362], [4.38220, 0.39694, 0.17053], [1.51066, -0.03660, 2.16432], [2.64751, 1.88274, -1.35788], [0.95328, -1.73736, 1.73019], [-3.21419, -0.89370, -1.19911]],
  "nbo_charge": [-0.340, -0.489, -0.411, -0.551, -0.460, 0.183, 0.248, -0.298, -0.174, 0.178, -0.184, 0.761, 0.202, 0.201, 0.209, 0.249, 0.218, 0.247, 0.212]
}

{
  "formula": "C8H7IN2O",
  "method": "ωB97M-V with the def2-TZVPD basis set",
  "e_above_lowest_kcal_mol": 29.3,
  "energy_ev": -21534.532,
  "homo_ha": -0.3260,
  "gap_ev": 7.95,
  "total_charge": 0,
  "symbols": ["I", "O", "N", "N", "C", "C", "C", "C", "C", "C", "C", "C", "H", "H", "H", "H", "H", "H", "H"],
  "xyz": [[3.61104, 0.54146, -0.53202], [-0.10213, 1.51934, 1.80972], [3.43707, -3.34814, 1.17267], [3.00386, -0.69629, 1.05653], [0.64407, -0.18495, 0.38786], [-0.21158, 0.91894, 0.56625], [1.67918, -0.40196, 1.49635], [-0.96171, 0.67499, -1.61015], [0.61037, -0.91255, -0.75718], [-0.19633, -0.52947, -1.80108], [-1.22832, 1.24866, -0.36145], [3.27254, -2.24772, 0.92592], [1.31027, -1.21529, 2.08905], [-1.57300, 1.04554, -2.39981], [-1.76673, 2.13516, -0.38326], [1.35304, -1.64022, -1.01587], [-0.02090, -1.07577, -2.72615], [-0.61227, 2.33431, 1.82219], [1.75315, 0.58035, 2.11999]],
  "nbo_charge": [0.343, -0.684, -0.353, -0.593, -0.130, 0.329, -0.267, -0.159, -0.178, -0.244, -0.298, 0.396, 0.239, 0.206, 0.217, 0.220, 0.223, 0.486, 0.247]
}

{
  "formula": "C8H7IN2S",
  "method": "ωB97M-V with the def2-TZVPD basis set",
  "e_above_lowest_kcal_mol": 50.6,
  "energy_ev": -30322.458,
  "homo_ha": -0.3289,
  "gap_ev": 8.47,
  "total_charge": 0,
  "symbols": ["I", "S", "N", "N", "C", "C", "C", "C", "C", "C", "C", "C", "H", "H", "H", "H", "H", "H", "H"],
  "xyz": [[1.36865, -2.30433, 3.22783], [2.35665, 1.20898, 0.97540], [1.89770, 1.44683, 2.55359], [1.09024, 0.68682, 3.06520], [0.15174, -0.99550, -1.31854], [0.25921, 0.01408, -0.34585], [-1.70319, 1.12314, -1.19817], [1.32377, -0.17958, 0.66828], [-0.89525, -0.89999, -2.21383], [0.63378, -0.42558, 2.38798], [-1.72993, 0.14739, -2.18362], [-0.65610, 1.11092, -0.26584], [-2.56571, 0.23315, -3.00626], [-1.12592, -1.57376, -3.07811], [1.92531, -1.20645, 0.45923], [-0.39783, -0.38346, 2.25071], [-2.26838, 1.97508, -1.09146], [0.88009, -1.79955, -1.27987], [-0.54484, 1.82182, 0.39333]],
  "nbo_charge": [0.132, 0.468, -0.244, -0.207, -0.195, -0.077, -0.193, -0.461, -0.216, -0.143, -0.206, -0.197, 0.214, 0.224, 0.249, 0.217, 0.214, 0.219, 0.201]
}

{
  "formula": "C8H7N2O4P",
  "method": "ωB97M-V with the def2-TZVPD basis set",
  "energy_ev": -28869.070,
  "homo_ha": -0.0341,
  "gap_ev": 5.95,
  "total_charge": -2,
  "symbols": ["P", "O", "O", "O", "O", "N", "N", "C", "C", "C", "C", "C", "C", "C", "C", "H", "H", "H", "H", "H", "H", "H"],
  "xyz": [[-0.48628, 0.50851, -0.72363], [-0.48140, 1.88785, -1.26197], [-1.48634, 0.69692, 0.68241], [-7.09490, 0.15076, -0.97334], [-7.14299, 1.08080, 1.02008], [1.76277, -0.78074, 0.71301], [-4.23419, -1.77210, 0.99407], [2.06389, 1.54687, 0.20818], [3.02357, -0.83630, 1.05770], [-4.58645, -0.74053, 0.64088], [3.90883, 0.23486, 0.82470], [-6.59908, 0.58563, 0.05592], [3.41664, 1.40998, 0.40935], [1.24108, 0.36616, 0.29812], [-5.01244, 0.52810, 0.22504], [3.34747, -1.82591, 1.60834], [-2.11645, 0.03305, 0.93342], [1.61334, 2.54158, 0.00315], [4.93086, 0.00427, 0.94965], [3.99665, 2.24375, 0.36896], [-4.48656, 1.37830, 0.84878], [-4.71033, 0.69073, -0.91266]],
  "nbo_charge": [1.299, -1.197, -1.060, -0.767, -0.769, -0.472, -0.434, -0.255, 0.038, 0.329, -0.315, 0.788, -0.223, -0.060, -0.674, 0.157, 0.485, 0.235, 0.186, 0.184, 0.261, 0.264]
}

{
  "formula": "C8H7NO2",
  "method": "ωB97M-V with the def2-TZVPD basis set",
  "e_above_lowest_kcal_mol": 34.1,
  "energy_ev": -13993.379,
  "homo_ha": -0.3130,
  "gap_ev": 7.66,
  "total_charge": 0,
  "symbols": ["O", "O", "N", "C", "C", "C", "C", "C", "C", "C", "C", "H", "H", "H", "H", "H", "H", "H"],
  "xyz": [[-0.19282, -3.05245, -1.72703], [1.70353, -1.87537, -1.54102], [0.33311, -1.52894, 1.30045], [-0.76724, 2.33841, 0.49975], [-0.09655, 1.97255, 1.71366], [0.12985, -0.32634, 0.93418], [0.34736, 0.71944, 1.91289], [-0.30212, -0.67859, -1.48066], [0.36990, -1.99987, -1.56640], [-0.92201, 1.44437, -0.49538], [-0.38177, 0.11109, -0.39073], [0.03426, 2.72619, 2.47686], [2.12952, -2.73909, -1.65356], [0.07325, -2.24067, 0.62683], [0.80803, 0.41451, 2.84054], [-1.39999, 1.72074, -1.42433], [-1.13522, 3.34889, 0.39502], [-0.73110, -0.35486, -2.42105]],
  "nbo_charge": [-0.574, -0.671, -0.567, -0.208, -0.196, 0.205, -0.204, -0.223, 0.747, -0.177, -0.082, 0.218, 0.500, 0.338, 0.230, 0.213, 0.218, 0.232]
}

{
  "formula": "C8H7O2S",
  "method": "ωB97M-V with the def2-TZVPD basis set",
  "e_above_lowest_kcal_mol": 16.9,
  "energy_ev": -23338.435,
  "homo_ha": -0.1365,
  "gap_ev": 7.23,
  "total_charge": -1,
  "symbols": ["S", "O", "O", "C", "C", "C", "C", "C", "C", "C", "C", "H", "H", "H", "H", "H", "H", "H"],
  "xyz": [[1.47768, 1.92572, -0.34535], [-0.93830, -1.17214, 0.28044], [2.17893, 0.80415, -2.63930], [-0.16699, -0.33272, -0.12133], [-1.18655, 1.81128, 0.72262], [0.27684, 0.99412, 0.60894], [0.33904, -1.65771, -2.15952], [0.73837, 0.72962, 2.07879], [-2.16592, 2.45053, 0.50373], [0.54028, -0.41374, -1.34931], [1.40725, 0.62511, -1.70241], [1.55018, -0.10143, 2.03493], [-0.50331, -2.12475, -1.69107], [1.27371, 1.73444, 2.38950], [1.24125, -2.35057, -1.97520], [-3.14404, 3.04451, 0.26485], [-0.09356, 0.37075, 2.64939], [0.29634, -1.26095, -3.11790]],
  "nbo_charge": [0.109, -0.670, -0.679, 0.524, 0.009, -0.273, -0.627, -0.613, -0.340, -0.396, 0.444, 0.210, 0.235, 0.210, 0.182, 0.239, 0.223, 0.213]
}